[1]
Here is a 2-piece molecular cluster, C9H18N6 overall at a distorted geometry from OMol25. Energies are from the ωB97M-V functional and the def2-TZVPD basis.

Summary:
* energy: -681.59290 Ha
* total charge: +2
* energy relative to the best compared isomer or geometry (same formula, charge and spin): 319.6 kJ/mol

Atoms and positions in Å:
N 1.515947 -0.648912 -0.422723
N -4.247938 -0.676767 -0.111929
N -0.828305 -0.895695 -0.330586
N -3.465039 1.498863 0.006458
N -1.938953 -0.159747 -0.167971
N 4.064985 -0.089362 -0.692986
C -3.194553 0.120624 -0.106384
C -0.942254 -2.350039 -0.433175
C 1.261704 2.257449 -0.274051
C -1.152626 1.681775 -0.128035
C -1.011010 -3.016482 0.935517
C 0.104677 1.316140 -0.259459
C 1.938489 2.287811 1.103727
C 0.325854 -0.174972 -0.344456
C -2.439414 2.258086 -0.006620
H -1.127554 -4.088357 0.804688
H 1.965572 1.935043 -1.040736
H 4.384270 -0.651107 -1.488427
H 0.910076 3.258356 -0.521125
H -4.189459 -1.678362 -0.185421
H 4.328480 0.884584 -0.857695
H 2.201546 1.290564 1.441053
H -1.846981 -2.561198 -1.010501
H -5.160602 -0.248273 -0.030256
H -0.105372 -2.840154 1.510286
H -1.858051 -2.650055 1.510176
H 2.953540 -0.213903 -0.565728
H 4.551349 -0.416510 0.145746
H 1.278312 2.732471 1.840598
H -0.093942 -2.724418 -1.011342
H -2.578736 3.327623 0.078602
H 1.564476 -1.663235 -0.436045
H 2.831522 2.898163 1.048792

Cartesian forces (eV/Å) of the 2 atoms listed first:
N -0.31 -0.07 0.00
N -0.24 0.11 0.01

Here is what Löwdin gives for the atomic charges, in e: N 0.151; N 0.246; N -0.041; N 0.176; N 0.157; N 0.242; C -0.359; C -0.153; C -0.168; C 0.212; C -0.047; C -0.083; C -0.061; C -0.244; C -0.037; H 0.093; H 0.110; H 0.146; H 0.134; H 0.133; H 0.136; H 0.070; H 0.130; H 0.146; H 0.082; H 0.079; H 0.050; H 0.145; H 0.092; H 0.124; H 0.153; H 0.097; H 0.088


[2]
Here is C9H18NNaO12 as an isolated structure at a distorted geometry from OMol25. Energies are from the ωB97M-V functional and the def2-TZVPD basis.

Summary:
* energy: -1473.62438 Ha
* total charge: 0

Atoms and positions in Å:
Na 0.280201 1.422101 0.277624
O -0.321688 -0.402794 3.773004
O 2.639646 1.343540 -3.105225
O 0.611012 1.698994 -2.362422
O 0.333908 1.370647 2.587180
O -0.764769 -1.471330 -1.892328
O 1.785046 -0.303546 2.886056
O -3.281966 2.085810 -1.762236
O 2.351184 1.326998 -0.997080
O -1.816881 2.151168 -0.030483
O 1.348921 -1.871878 -1.600528
O 0.116858 -1.051326 0.134353
O -3.455287 0.552305 -0.177047
N 1.841002 1.458059 -2.183901
C -2.750032 1.638522 -0.609991
C 0.202783 -1.479352 -1.011374
C -3.001554 -0.010325 1.039041
C -2.382389 3.012220 -2.285404
C 2.730046 0.492167 2.270307
C 2.632320 -1.920247 -0.921344
C 0.004669 -1.766481 4.012674
C 0.598577 0.292291 3.076557
C -0.655426 -1.844990 -3.244765
H -0.881860 -2.171544 4.512660
H 3.174526 -2.778043 -1.408473
H 2.578686 1.513207 2.633572
H -2.098054 3.787254 -1.590880
H -0.344037 -0.930452 -3.745717
H -2.381517 0.634952 1.680516
H -1.650392 -2.017577 -3.669799
H 3.209311 -0.978567 -1.153624
H -2.323866 -0.823250 0.820586
H 2.567442 -2.097535 0.114234
H -0.139832 -2.818185 -3.495851
H 0.859459 -1.882575 4.684642
H 2.582427 0.492274 1.204399
H -1.489535 2.456083 -2.597516
H 3.719336 0.072253 2.586788
H -3.799997 -0.368152 1.632852
H 0.172588 -2.274372 3.071797
H -2.800855 3.461690 -3.152865

Cartesian forces (eV/Å) of the 2 atoms listed first:
Na 0.26 0.06 -0.45
O 1.38 0.74 -0.70

Here is what Löwdin gives for the atomic charges, in e: Na 0.447; O 0.021; O 0.020; O -0.047; O 0.094; O 0.022; O -0.016; O 0.044; O -0.112; O 0.077; O -0.018; O 0.092; O 0.031; N -0.553; C -0.520; C -0.560; C -0.042; C -0.059; C -0.039; C -0.003; C -0.036; C -0.556; C -0.034; H 0.103; H 0.110; H 0.111; H 0.102; H 0.104; H 0.098; H 0.094; H 0.105; H 0.080; H 0.067; H 0.123; H 0.102; H 0.065; H 0.084; H 0.128; H 0.085; H 0.095; H 0.092


[3]
Here is a 2-piece molecular cluster, C9H18OSi overall at a distorted geometry from OMol25. Energies are from the ωB97M-V functional and the def2-TZVPD basis.

Summary:
* energy: -718.26613 Ha
* total charge: 0
* energy relative to the best compared isomer or geometry (same formula, charge and spin): 481.1 kJ/mol

Atoms and positions in Å:
Si -0.328409 0.255685 2.081287
O 1.274655 -1.848666 -1.315657
C -0.031241 0.275401 -3.196800
C 0.646930 -1.096469 -3.468254
C -1.460599 -0.631767 0.686056
C -2.215475 0.010974 -0.205158
C 1.378257 0.169059 -3.447534
C 0.743707 -2.184420 -2.467550
C -1.065744 1.931329 2.713528
C 0.150708 -1.022451 3.485449
C 1.314881 0.710888 1.269265
H -0.815758 -1.564224 3.821294
H 2.150790 0.848485 1.973050
H -1.290654 -1.708019 0.773365
H -2.678119 -0.547854 -0.960395
H 0.623542 -1.702317 2.879756
H 1.049293 1.609537 0.672303
H -0.422553 0.446462 -2.171497
H -1.991408 2.094071 2.195319
H 1.548753 -0.151850 0.607337
H -0.786315 0.704609 -3.792704
H -0.418402 2.715768 2.556018
H 0.306631 -1.500367 -4.467100
H -2.253779 1.092423 -0.284453
H 1.244741 -0.848793 -0.998743
H -1.363656 1.815377 3.664037
H 1.974925 0.550856 -4.338702
H 1.940355 0.306622 -2.541574
H 0.773943 -0.730349 4.278058

Cartesian forces (eV/Å) of the 2 atoms listed first:
Si -0.22 0.19 0.53
O -0.89 1.81 0.98

Here is what Löwdin gives for the atomic charges, in e: Si 0.618; O -0.051; C -0.111; C -0.295; C -0.206; C -0.087; C -0.168; C -0.069; C -0.151; C -0.172; C -0.195; H 0.061; H 0.042; H 0.052; H 0.034; H -0.030; H 0.039; H 0.085; H 0.018; H 0.002; H 0.088; H -0.002; H 0.135; H 0.054; H 0.103; H -0.026; H 0.142; H 0.088; H 0.002


[4]
Here is C9H18RuS5 as an isolated structure at a distorted geometry from OMol25. Energies are from the ωB97M-V functional and the def2-TZVPD basis.

Summary:
* energy: -2438.40105 Ha
* <S²>: 0.7769
* total charge: +3
* 2S+1: 2
* energy relative to the best compared isomer or geometry (same formula, charge and spin): 128.5 kJ/mol

Atoms and positions in Å:
Ru -1.156532 0.574878 0.083740
S -1.715288 -1.155140 -1.508964
S 0.620199 1.292254 -1.650907
S -1.598307 1.259366 2.546673
S -3.565321 2.869770 -1.104723
S 0.812817 -1.027934 0.647838
C 2.330320 -0.332652 -0.075520
C 0.520750 -2.502266 -0.394988
C -0.831470 -0.642525 -3.003859
C 0.559067 -0.085127 -2.845294
C -0.065973 2.184474 2.338082
C 2.142005 1.027279 -0.713063
C -0.902079 -2.641159 -0.868872
C -1.440382 0.626412 4.218863
C -2.351238 2.147939 -0.637045
H 0.762034 -3.364849 0.228413
H 0.014770 2.504239 1.288159
H 2.745014 -1.074132 -0.756203
H 0.785702 1.575680 2.639839
H -1.567721 -2.971271 -0.069362
H 2.112333 1.817187 0.039138
H -0.087265 3.085171 2.955547
H -0.470254 0.158459 4.376745
H -1.497282 0.102578 -3.443977
H -2.247196 -0.080154 4.401870
H -0.954274 -3.389548 -1.665175
H -1.550139 1.484467 4.885125
H 1.308967 -0.824586 -2.578803
H 2.976472 1.252461 -1.383526
H 0.853786 0.348989 -3.804490
H 3.041688 -0.230207 0.745111
H 1.231528 -2.483519 -1.216945
H -0.816732 -1.506534 -3.673426

Cartesian forces (eV/Å) of the 2 atoms listed first:
Ru 2.62 0.74 -1.26
S -0.10 0.99 0.98

Here is what Löwdin gives for the atomic charges, in e: Ru 0.533; S 0.954; S 0.980; S 0.834; S 1.044; S 0.913; C -0.431; C -0.434; C -0.434; C -0.417; C -0.346; C -0.448; C -0.435; C -0.285; C -0.705; H 0.114; H 0.021; H 0.099; H 0.061; H 0.106; H 0.086; H 0.090; H 0.071; H 0.102; H 0.071; H 0.124; H 0.084; H 0.084; H 0.124; H 0.119; H 0.109; H 0.086; H 0.125